# 1
A 2-piece molecular cluster, C3H7O2P overall. Source: the Open Molecules 2025 dataset; level of theory: ωB97M-V with the def2-TZVPD basis set.

Geometry (Å):
O 3.28550 -0.59841 -0.24720
C 3.98295 0.31343 -0.31373
O 4.58848 1.25133 -0.56920
C -0.18803 -0.44468 1.03180
P -1.06324 0.99719 0.32489
C -2.30700 0.01707 -0.54652
H -0.21919 -1.32053 0.35400
H 0.81296 -0.31212 1.41277
H -0.82349 -0.77577 1.75694
H -0.49414 1.16595 -0.88415
H -1.69682 -0.52426 -1.35626
H -2.90021 0.74775 -1.09536
H -2.97775 -0.51695 0.13202

Force components x, y, z for each atom (eV/Å):
-0.430 -1.130 0.837
-0.823 -0.116 -1.219
1.243 1.252 0.384
1.274 -0.341 -2.533
-0.429 0.349 1.608
0.102 -0.061 -1.486
0.465 0.552 -0.134
0.163 0.205 0.130
-1.585 -0.618 2.622
1.528 0.482 -1.150
-1.499 -0.086 1.454
-0.307 -0.058 -0.055
0.298 -0.429 -0.455

Computed properties:
- HOMO-LUMO gap (eV) = 9.28
- SMILES = O=C=O.CPC
- E_HOMO (Eh) = -0.3255

# 2
C3H7O2P as an isolated structure. Source: the Open Molecules 2025 dataset; level of theory: ωB97M-V with the def2-TZVPD basis set.

Geometry (Å):
C 1.80319 -0.30806 -1.20514
C 1.40911 -0.56436 0.01328
C -0.44480 -0.08703 0.36725
O -1.14277 -0.10183 -0.81784
O -0.80143 -1.09603 1.24687
P -0.47527 1.60897 1.12182
H 2.80461 -0.50628 -1.55764
H 1.12806 0.12752 -1.92799
H 1.90785 -0.96755 0.86588
H -1.13538 -0.99910 -1.17799
H -1.71502 -0.98118 1.54468
H -1.81512 1.49159 1.52421
H -0.85021 2.21640 -0.06620

Force components x, y, z for each atom (eV/Å):
0.408 -0.031 -0.338
-4.550 1.462 0.595
3.951 -1.095 -0.607
-0.220 -0.015 -0.150
-0.149 -0.333 0.191
0.401 -0.258 0.356
0.191 -0.107 0.024
-0.164 0.064 -0.042
0.363 -0.201 0.282
0.117 -0.052 0.077
0.031 0.157 -0.080
-0.357 -0.006 0.182
-0.020 0.416 -0.488

Computed properties:
- HOMO-LUMO gap (eV) = 10.26
- E_HOMO (Eh) = -0.3491

# 3
A 2-piece molecular cluster, C3H7O2S overall. Source: the Open Molecules 2025 dataset; level of theory: ωB97M-V with the def2-TZVPD basis set.

Geometry (Å):
O -0.23862 -2.27130 -1.92674
C -0.43298 -1.46976 -1.06215
C -0.29616 0.04278 -1.21973
C 1.08875 0.47482 -0.74065
S 1.43006 -0.07338 0.98782
H -0.74630 -1.73447 -0.03934
H -0.40971 0.24092 -2.28663
H -1.10545 0.50649 -0.66496
H 1.88419 0.07914 -1.37105
H 1.16963 1.56126 -0.85575
H -1.54195 0.92807 2.94764
H -0.06271 0.93585 2.77019
O -0.73876 0.77959 3.46137

Force components x, y, z for each atom (eV/Å):
0.153 -0.744 -0.779
-0.335 1.530 1.107
0.487 -1.090 -0.802
0.104 0.359 0.731
-0.149 0.367 -0.203
0.045 -0.458 -0.015
-0.103 0.207 -0.181
0.025 0.245 0.268
-0.225 -0.295 -0.278
-0.063 0.037 0.195
-0.005 -0.141 0.199
0.281 -0.513 0.035
-0.216 0.496 -0.278

Computed properties:
- HOMO-LUMO gap (eV) = 6.86
- charge = -1
- E_HOMO (Eh) = -0.1081

# 4
A 2-piece molecular cluster, C3H7O2S overall. Source: the Open Molecules 2025 dataset; level of theory: ωB97M-V with the def2-TZVPD basis set.

Geometry (Å):
O 0.69950 3.01531 1.43520
C 0.27477 2.12720 0.74138
C 1.17125 1.15546 0.01980
C 0.61746 -0.28374 0.09004
S -0.75106 -0.58533 -1.05231
H -0.79220 1.87848 0.57606
H 2.17448 1.32529 0.38523
H 1.07547 1.38777 -1.05213
H 0.22924 -0.40102 1.10522
H 1.44359 -0.99493 0.03426
H -1.48049 -2.96978 0.55161
H -0.70947 -3.19843 -0.66239
O -1.08262 -3.69832 0.06024

Force components x, y, z for each atom (eV/Å):
-0.330 0.601 0.348
0.477 -1.276 -0.646
-0.825 0.159 -0.738
-0.050 0.283 0.994
0.042 -0.110 -0.236
-0.138 0.433 0.271
0.435 -0.192 0.026
0.385 0.270 0.112
0.019 -0.202 0.232
0.010 -0.023 -0.345
-0.037 0.018 -0.025
0.292 0.553 -0.671
-0.279 -0.514 0.678

Computed properties:
- HOMO-LUMO gap (eV) = 7.06
- charge = -1
- E_HOMO (Eh) = -0.1135

# 5
An isolated ion of composition C3H7O2S and charge -1. Source: the Open Molecules 2025 dataset; level of theory: ωB97M-V with the def2-TZVPD basis set.

Geometry (Å):
C -1.34196 -1.21985 -0.23416
C -0.30188 -0.68758 -1.17791
S 0.97862 -0.00384 -0.30533
C 0.67874 1.53106 0.74910
O 1.43497 -1.32217 1.21935
O 2.06458 0.40928 -1.18698
H -0.78701 -1.63545 0.60544
H -1.92320 -2.01934 -0.70134
H -2.05974 -0.47646 0.15171
H -0.63909 0.04406 -1.91324
H 0.07594 1.22568 1.59239
H 1.64856 1.88623 1.06692
H 0.17146 2.26838 0.13404

Force components x, y, z for each atom (eV/Å):
-0.288 -0.246 0.042
0.553 0.979 0.981
0.732 -3.324 3.369
0.006 -1.034 -0.584
-1.258 3.684 -3.915
0.292 0.295 -0.004
-0.179 -0.200 0.214
-0.056 -0.058 0.024
0.007 -0.037 -0.009
0.154 -0.021 -0.202
-0.127 -0.059 0.160
0.210 -0.020 0.079
-0.046 0.040 -0.155

Computed properties:
- HOMO-LUMO gap (eV) = 7.31
- charge = -1
- SMILES = CC=[S@@](C)(=O)[O-]
- E_HOMO (Eh) = -0.1217

# 6
A 2-piece molecular cluster, C3H7O2S2 overall. Source: the Open Molecules 2025 dataset; level of theory: ωB97M-V with the def2-TZVPD basis set.

Geometry (Å):
O -0.11240 -1.60920 -1.08560
C -0.66779 -2.15769 -0.10942
O -1.01563 -1.62501 0.97061
H -0.87981 -3.24785 -0.23181
C -1.19917 1.51910 -0.63840
S 0.15502 2.57037 -0.03535
S 1.79351 1.38020 -0.41207
C 1.60120 0.02105 0.79279
H -1.90089 2.13039 -1.21200
H -0.76626 0.72505 -1.24387
H -1.76120 1.06463 0.17355
H 0.57034 -0.27900 0.98702
H 2.09580 -0.82975 0.32782
H 2.08729 0.33773 1.71672

Force components x, y, z for each atom (eV/Å):
-0.025 -0.174 -0.101
-0.001 0.551 -0.122
-0.115 -0.302 0.022
-0.056 -0.184 0.129
-0.302 0.157 -0.085
0.141 -0.218 0.035
-0.488 -0.108 0.167
0.385 0.494 0.111
0.194 0.034 -0.133
-0.082 -0.069 -0.020
0.260 -0.115 0.171
-0.055 0.195 -0.310
0.079 -0.043 0.113
0.065 -0.218 0.024

Computed properties:
- HOMO-LUMO gap (eV) = 7.80
- charge = -1
- E_HOMO (Eh) = -0.1650

# 7
C3H7O2Sm as an isolated structure. Source: the Open Molecules 2025 dataset; level of theory: ωB97M-V with the def2-TZVPD basis set.

Geometry (Å):
C 0.58458 -1.73606 1.21082
O 0.16199 -0.64317 0.41648
C 0.13775 0.61559 1.05155
C 0.39588 1.66889 0.27798
H 0.54680 -2.63107 0.58073
H 1.61379 -1.58448 1.57111
H -0.08740 -1.86407 2.07220
H -0.20596 0.54884 2.09363
H 0.53525 2.61629 0.80940
Sm 1.06725 0.49135 -1.81256
O -1.20445 0.89609 -2.72554
H -1.91528 1.22013 -2.11317
H -1.63021 0.40169 -3.43264

Force components x, y, z for each atom (eV/Å):
0.127 -0.378 0.439
-0.126 -0.209 -0.981
-0.142 0.629 -0.172
0.839 -0.063 0.216
-0.040 0.181 0.208
-0.257 -0.035 -0.040
0.206 -0.009 -0.230
0.381 0.023 -0.248
-0.606 -0.179 -0.163
-0.328 0.097 1.025
-0.599 0.242 0.780
0.842 -0.362 -0.757
-0.296 0.064 -0.076

Computed properties:
- HOMO-LUMO gap (spin up / spin down) (eV) = 7.37 / 7.71
- charge = +1
- E_HOMO (spin up / spin down) (Eh) = -0.4276 / -0.4381
- 2S+1 = 7

# 8
A 2-piece molecular cluster, C3H7O3 overall. Source: the Open Molecules 2025 dataset; level of theory: ωB97M-V with the def2-TZVPD basis set.

Geometry (Å):
C 1.05855 -0.12204 2.00150
O 0.45884 -1.21588 1.31869
H -0.25157 -0.84973 0.72920
H 0.83252 0.83152 1.51557
H 2.12330 -0.30876 2.06477
H 0.70263 -0.11590 3.03808
C -0.21144 0.69987 -1.61923
C -1.43347 -0.25592 -1.40651
O -1.62750 -0.64543 -0.21570
O -2.07308 -0.57912 -2.42012
H 0.17275 0.51004 -2.62104
H 0.57366 0.28897 -0.95764
H -0.32518 1.76237 -1.42755

Force components x, y, z for each atom (eV/Å):
-0.693 -1.019 -0.010
0.465 0.671 0.103
-0.453 -0.415 -0.009
0.177 0.016 0.099
0.471 0.245 -0.185
-0.121 0.346 0.075
0.773 -1.554 0.219
-0.084 0.391 0.029
0.197 0.288 -0.199
-0.017 0.097 0.079
-0.171 0.409 -0.218
-0.164 0.503 -0.031
-0.380 0.023 0.048

Computed properties:
- HOMO-LUMO gap (eV) = 8.37
- charge = -1
- E_HOMO (Eh) = -0.1606

# 9
A 2-piece molecular cluster, C3H7O3 overall. Source: the Open Molecules 2025 dataset; level of theory: ωB97M-V with the def2-TZVPD basis set.

Geometry (Å):
C 1.15430 2.13502 -0.92810
O 0.00905 2.38290 -0.12859
H -0.27609 1.54487 0.28259
H 1.92114 1.63310 -0.34741
H 1.52558 3.12050 -1.23680
H 0.88672 1.57898 -1.83227
C 0.10296 -1.46206 -0.91546
C -0.43887 -1.23670 0.53023
O -0.73671 -0.04319 0.82440
O -0.51316 -2.24849 1.25509
H 0.89656 -0.74627 -1.07056
H -0.72420 -1.32328 -1.62721
H 0.33156 -2.52107 -1.04471

Force components x, y, z for each atom (eV/Å):
-0.956 0.707 0.337
0.397 0.583 -0.306
-0.153 -0.682 -0.015
0.313 -0.293 -0.089
0.117 -0.186 -0.012
0.219 -0.199 0.023
-1.290 -0.496 0.419
0.106 -0.195 -0.086
0.101 -0.187 0.019
-0.107 0.306 -0.083
0.327 -0.110 -0.454
0.209 0.567 0.115
0.717 0.184 0.132

Computed properties:
- HOMO-LUMO gap (eV) = 8.33
- charge = -1
- E_HOMO (Eh) = -0.1588

# 10
A 2-piece molecular cluster, C3H7O3 overall. Source: the Open Molecules 2025 dataset; level of theory: ωB97M-V with the def2-TZVPD basis set.

Geometry (Å):
C 2.23015 1.21173 0.02706
O 2.10721 0.30191 1.13098
H 1.15419 0.07527 1.21129
H 3.27332 1.53367 -0.01877
H 1.72588 2.12687 0.24154
H 1.83962 0.69075 -0.83081
C -2.38835 -1.01964 -0.34756
C -0.90635 -0.61442 -0.09777
O -0.30980 -0.15726 -1.09789
O -0.47884 -0.76285 1.06586
H -2.78818 -0.52596 -1.22155
H -3.04865 -0.78747 0.48853
H -2.41021 -2.07261 -0.55090

Force components x, y, z for each atom (eV/Å):
0.555 -1.044 1.329
0.258 0.678 0.082
0.015 -0.416 -0.267
0.219 -0.490 -0.362
-0.975 0.756 -0.091
0.030 0.397 -0.712
0.176 0.482 0.182
-0.757 0.465 -0.697
0.097 -0.181 0.177
0.247 0.032 0.440
0.063 0.231 -0.346
0.181 -0.162 0.215
-0.110 -0.747 0.047

Computed properties:
- HOMO-LUMO gap (eV) = 8.76
- charge = -1
- E_HOMO (Eh) = -0.1611